The following is a quantum chemistry calculation of 2 unconnected molecules or ions with the total composition C3H13N4 in a non-equilibrium geometry, from the Open Molecules 2025 dataset.

Element x y z (Å)
N (1.060, -2.209, 0.652)
C (1.916, -1.225, 1.286)
N (1.210, -0.231, 2.168)
H (0.433, -2.616, 1.359)
H (0.450, -1.762, -0.033)
H (2.654, -1.721, 1.917)
H (2.438, -0.649, 0.523)
H (0.810, 0.693, 2.303)
H (0.876, -0.759, 2.983)
C (-0.472, 0.998, -1.202)
C (-1.704, 0.678, -1.660)
N (-2.060, 0.685, -2.971)
N (-0.270, 1.106, 0.251)
H (0.409, 1.203, -1.803)
H (-2.494, 0.381, -0.962)
H (-3.055, 0.800, -3.120)
H (-1.501, 1.276, -3.566)
H (-0.219, 2.088, 0.566)
H (0.583, 0.569, 0.550)
H (-1.066, 0.697, 0.758)

- E_HOMO (spin up / spin down) (eV) = -16.981 / -16.556
- energy relative to the best compared isomer or geometry (same formula, charge and spin) (kcal per mole) = 64.83
- ⟨S²⟩ = 0.760
- charge = +2
- 2S+1 = 2
- E_tot (hartree) = -340.3484
- max |F| (Eh/bohr) = 0.068
- frontier orbital gap (spin up / spin down) (eV) = 9.51 / 3.80